Here is a cluster of 11 separate species, C36H80F5N10O11P in total from the OMol25 dataset. Energies are from ωB97M-V/def2-TZVPD.

```
143
Properties=species:S:1:pos:R:3:forces:R:3:lowdin_charge:R:1
C 1.816713 -0.938659 -0.344210 0.0018 0.0323 -0.0557 -0.09
C 1.387358 -1.581242 -1.674752 -0.1450 -0.1343 0.4685 -0.23
C 1.145230 -3.094081 -1.560858 0.3263 -0.1312 -0.2160 -0.17
C 1.562100 -3.870811 -2.804734 -0.6075 -0.0176 -0.0987 -0.25
O 1.968382 -5.226394 -2.467615 -0.0408 0.2323 0.2699 -0.41
P 3.501725 -5.627577 -2.787507 0.2074 0.1089 -0.4921 1.03
C 4.501734 -4.833005 -1.370792 -0.0079 -0.1311 0.1439 -0.55
F 3.791146 -4.591843 -0.243881 -0.0016 -0.1713 0.0435 0.07
F 5.475399 -5.736782 -1.051543 0.0540 -0.0210 -0.1085 0.03
C 5.228315 -3.498317 -1.741974 0.0468 0.1085 0.0503 -0.59
F 6.487767 -3.499606 -1.304283 0.0440 0.0185 0.0948 0.16
F 4.599499 -2.457653 -1.198235 -0.0997 0.0563 0.0143 0.16
F 5.260063 -3.304429 -3.062664 0.0007 -0.0832 -0.1153 0.13
H 1.153616 -0.118579 -0.082818 -0.0212 0.0686 0.0079 0.05
H 1.792455 -1.659474 0.471781 -0.0081 -0.0626 0.0766 0.07
H 2.828985 -0.544282 -0.394150 0.1114 0.0059 0.0107 0.06
H 0.460717 -1.106475 -1.968431 -0.0025 0.1336 -0.3422 0.07
H 2.128681 -1.369804 -2.444161 0.0554 -0.0213 -0.1029 0.10
H 0.087684 -3.291077 -1.392297 -0.0719 -0.0149 0.1865 0.12
H 1.683115 -3.511259 -0.712954 0.1197 0.0360 0.0863 0.09
H 0.704799 -3.956306 -3.466816 0.0611 -0.0680 -0.2290 0.10
H 2.346337 -3.350871 -3.361310 0.2427 -0.0934 0.0909 0.09
H 3.487461 -6.899469 -2.178460 -0.0461 0.0560 0.3324 -0.02
C 2.728368 -1.898223 -7.356015 -0.0897 -0.0609 0.1007 -0.04
N 1.413840 -1.767545 -6.745255 0.0196 0.0157 -0.0281 -0.17
C 0.573919 -0.626728 -7.065373 -0.0009 -0.0053 -0.0670 -0.04
C 0.950751 -2.675065 -5.878274 -0.0635 0.0108 0.0590 -0.36
O -0.140497 -2.618640 -5.322849 0.0597 -0.0307 -0.0266 -0.02
H 3.354096 -1.048499 -7.094438 -0.0079 0.0064 -0.0394 0.06
H 2.638494 -1.937353 -8.442876 0.0183 0.0031 -0.0126 0.10
H 3.185563 -2.822274 -7.009226 0.0035 -0.0653 -0.0329 0.07
H 0.344538 -0.059002 -6.162783 -0.0021 0.0199 0.0006 0.09
H -0.370706 -0.962978 -7.495794 -0.0114 0.0072 0.0033 0.09
H 1.102812 0.011345 -7.767446 -0.0007 -0.0044 0.0366 0.07
H 1.663898 -3.493911 -5.702842 0.0162 -0.0541 -0.0108 0.11
C -4.165883 -0.772153 -0.702996 0.0470 0.0009 0.0262 -0.05
N -2.934959 -0.057163 -0.440599 -0.1242 -0.0312 0.0818 -0.18
C -2.772394 0.611887 0.839647 0.0522 0.1205 -0.1053 -0.05
C -1.937032 0.003184 -1.336684 0.0437 -0.0270 -0.0967 -0.34
O -0.882220 0.586585 -1.158228 -0.1364 0.1369 0.0463 0.00
H -5.022528 -0.096342 -0.658324 -0.0135 -0.0058 -0.0120 0.09
H -4.313779 -1.560388 0.036508 -0.0161 0.0045 0.0092 0.07
H -4.121451 -1.216094 -1.696199 0.0000 -0.0036 -0.0109 0.08
H -2.608798 1.679418 0.682679 0.0313 0.0033 0.0298 0.09
H -1.908982 0.211273 1.371392 -0.0030 0.0017 0.0254 0.10
H -3.664444 0.456338 1.437052 -0.0046 -0.0521 0.0134 0.05
H -2.156588 -0.541697 -2.271202 0.0026 0.0030 0.0001 0.14
C -6.457039 -3.869184 4.353705 -0.0171 0.0223 -0.0694 -0.05
N -5.985218 -2.924930 3.361581 -0.0470 -0.0918 -0.0729 -0.19
C -6.570421 -2.935133 2.031471 0.0247 0.0449 0.0334 -0.04
C -5.025126 -2.029187 3.631203 0.0731 0.0856 0.1320 -0.34
O -4.600642 -1.204302 2.839029 -0.0271 -0.0626 -0.0620 -0.01
H -6.294350 -4.895327 4.019043 0.0066 -0.0087 0.0155 0.09
H -7.521903 -3.727586 4.544681 -0.0026 0.0021 0.0219 0.09
H -5.915903 -3.715787 5.284680 0.0024 0.0024 0.0155 0.08
H -5.807099 -3.133088 1.278627 -0.0033 -0.0200 -0.0084 0.08
H -7.025025 -1.970221 1.806187 -0.0092 0.0027 -0.0040 0.10
H -7.329593 -3.711482 1.985764 -0.0114 -0.0088 -0.0003 0.09
H -4.644920 -2.098670 4.663517 -0.0148 -0.0131 0.0020 0.14
C -3.499816 2.328389 4.117643 -0.0795 0.0185 0.0751 -0.05
N -4.663658 2.366924 4.980171 0.1343 0.1478 -0.0445 -0.18
C -5.113834 3.654296 5.494563 -0.1398 -0.1600 -0.0994 -0.04
C -5.337871 1.255157 5.317150 -0.0268 -0.1049 0.0942 -0.35
O -6.320603 1.229145 6.038171 0.0151 -0.0076 -0.0035 0.00
H -2.626316 2.727484 4.637887 0.0198 0.0228 -0.0412 0.09
H -3.674681 2.926221 3.220523 0.0607 -0.0122 -0.0283 0.09
H -3.293338 1.301538 3.818583 -0.0515 -0.0228 0.0014 0.07
H -5.107069 3.644085 6.580699 -0.0698 0.0936 0.0264 0.07
H -6.133946 3.861451 5.172712 -0.0052 0.0293 0.0125 0.10
H -4.445274 4.432083 5.138039 0.0302 0.0223 0.0521 0.08
H -4.905747 0.343248 4.877325 0.0335 0.0378 -0.0602 0.10
C 0.802770 -7.917251 -5.920774 -0.0225 0.0431 -0.0569 -0.05
N 1.468004 -6.874755 -6.672078 -0.0776 -0.0996 -0.0221 -0.19
C 0.964073 -6.502237 -7.983443 0.0310 0.0294 0.0362 -0.03
C 2.540100 -6.223699 -6.191147 0.0571 0.1119 0.0317 -0.37
O 3.121771 -5.332397 -6.782630 0.0172 0.0243 -0.0051 0.00
H 0.822306 -8.863359 -6.465655 0.0068 -0.0127 0.0143 0.09
H -0.237081 -7.649981 -5.723489 -0.0026 -0.0018 0.0202 0.09
H 1.309861 -8.054349 -4.967527 0.0020 -0.0014 0.0151 0.08
H 1.730494 -6.649877 -8.744421 -0.0001 -0.0025 -0.0081 0.09
H 0.675002 -5.451057 -7.997408 -0.0150 0.0049 -0.0024 0.09
H 0.098588 -7.117276 -8.216715 -0.0127 -0.0075 0.0013 0.09
H 2.850703 -6.553581 -5.185117 -0.0429 -0.0781 -0.1272 0.07
C 5.072777 3.714513 -6.033660 -0.0805 -0.2289 0.0367 -0.05
N 4.375494 2.464922 -6.292014 0.0764 0.0578 0.0453 -0.19
C 4.296980 1.469312 -5.235247 -0.0341 0.0153 -0.0407 -0.03
C 3.794237 2.191086 -7.467355 -0.0464 -0.0109 0.0072 -0.34
O 3.188409 1.158749 -7.707472 0.0428 0.1310 -0.0938 -0.01
H 6.119912 3.521188 -5.793649 0.0196 0.0505 -0.0158 0.09
H 4.618665 4.243589 -5.198121 0.0688 0.0311 -0.0301 0.06
H 5.026980 4.344103 -6.920624 -0.0013 0.0091 -0.0096 0.09
H 4.763870 0.535789 -5.551611 0.0155 -0.0044 0.0100 0.09
H 3.257423 1.255710 -4.983855 -0.0062 -0.0039 0.0116 0.09
H 4.809636 1.849989 -4.355780 0.0009 0.0053 0.0127 0.09
H 3.908954 2.996825 -8.211016 -0.0006 -0.0035 -0.0001 0.13
C 5.845139 -6.861075 1.863096 0.1154 0.0258 0.1138 -0.07
N 6.498685 -7.443850 3.017179 -0.0076 0.0547 -0.0619 -0.20
C 7.723714 -6.846649 3.518694 -0.0316 -0.0340 0.0052 -0.04
C 6.011519 -8.527643 3.650496 -0.0329 -0.0628 0.0353 -0.36
O 6.528172 -9.046889 4.620363 0.0001 -0.0018 0.0023 0.01
H 6.506811 -6.872739 0.996536 -0.0181 0.0019 -0.0251 0.08
H 5.556608 -5.827692 2.065864 -0.0329 0.0073 -0.0537 0.09
H 4.948682 -7.429627 1.623974 -0.0108 -0.0124 -0.0018 0.08
H 8.541377 -7.567195 3.491855 0.0115 0.0016 -0.0012 0.09
H 7.598526 -6.523760 4.552408 0.0051 0.0089 0.0060 0.09
H 7.976618 -5.989208 2.899811 0.0031 0.0100 -0.0075 0.08
H 5.079843 -8.908917 3.197859 0.0032 0.0023 0.0004 0.13
C -1.242380 4.568261 9.901309 -0.0687 -0.0292 -0.0379 -0.06
N -2.128593 4.669953 8.760829 -0.0224 -0.0630 0.1479 -0.19
C -3.325737 3.841766 8.712276 0.1163 0.1026 -0.0807 -0.03
C -1.881893 5.505719 7.737916 0.0527 0.0606 -0.0852 -0.34
O -2.595272 5.628169 6.758302 0.1247 -0.0951 0.0109 0.00
H -0.851505 3.553735 9.999191 0.0197 0.0022 0.0067 0.09
H -1.765502 4.828650 10.823394 0.0133 0.0088 0.0116 0.09
H -0.405076 5.251201 9.772474 0.0129 0.0079 0.0009 0.08
H -3.299869 3.199707 7.832241 -0.0378 -0.0471 0.0189 0.08
H -4.217057 4.466291 8.650445 -0.0378 -0.0411 0.0050 0.09
H -3.371757 3.228498 9.608068 0.0027 -0.0015 0.0185 0.09
H -0.955267 6.089712 7.870846 0.0010 -0.0122 -0.0101 0.14
C -6.096061 9.578592 7.921945 0.0461 -0.0550 -0.0464 -0.07
N -6.050891 8.227329 7.411969 0.0907 0.0799 -0.0277 -0.20
C -4.805115 7.698490 6.873043 -0.2191 0.0746 0.0517 -0.04
C -7.129455 7.421630 7.414253 -0.0710 -0.0584 0.0170 -0.36
O -7.132501 6.278807 6.999713 0.0006 0.0003 0.0033 0.01
H -5.841489 10.299345 7.141720 -0.0125 0.0183 0.0057 0.09
H -5.395889 9.706584 8.750661 -0.0103 0.0150 0.0127 0.09
H -7.100004 9.797988 8.280903 -0.0123 0.0057 0.0055 0.08
H -4.935927 7.411430 5.830017 0.0548 -0.0250 -0.0122 0.10
H -4.497231 6.812810 7.419926 0.0244 -0.0152 -0.0201 0.06
H -4.031819 8.459347 6.944302 0.0122 0.0069 0.0143 0.09
H -8.029212 7.901741 7.837511 0.0039 -0.0012 -0.0040 0.13
C 2.274568 8.581792 -4.652906 -0.0112 -0.0781 0.0180 -0.06
N 2.890073 7.306998 -4.349531 -0.1064 0.0229 -0.0319 -0.20
C 2.046804 6.141229 -4.134956 0.0585 0.0195 0.0117 -0.03
C 4.223244 7.159712 -4.254519 0.0534 -0.0234 0.0506 -0.34
O 4.778715 6.106717 -3.999127 0.0096 0.0965 0.0222 0.00
H 1.612752 8.895503 -3.843520 0.0023 0.0209 0.0019 0.09
H 1.692110 8.522423 -5.574248 0.0023 0.0183 -0.0097 0.09
H 3.048493 9.336036 -4.779856 0.0075 0.0134 -0.0023 0.08
H 2.204439 5.731443 -3.137495 -0.0068 -0.0063 0.0058 0.10
H 2.277818 5.359666 -4.859078 -0.0147 -0.0053 -0.0116 0.09
H 1.005820 6.433649 -4.244589 -0.0141 0.0034 -0.0004 0.09
H 4.779139 8.095260 -4.430927 0.0011 -0.0008 0.0026 0.13
```
Positions in Å, forces in eV/Å.

As for the net charge: 0. Its SMILES is CCCCOPC(F)(F)C(F)(F)F.CN(C)C=O.CN(C)C=O.CN(C)C=O.CN(C)C=O.CN(C)C=O.CN(C)C=O.CN(C)C=O.CN(C)C=O.CN(C)C=O.CN(C)C=O. Its gap between HOMO and LUMO is 9.20 eV.


Here is a structure of composition C24H21Cl5N7O3Tl in a non-equilibrium geometry from the OMol25 dataset. Energies are from ωB97M-V/def2-TZVPD.

```
61
Properties=species:S:1:pos:R:3:forces:R:3:nbo_charge:R:1
Tl -1.614495 -0.363595 -1.541824 0.0990 -0.0884 -0.0118 0.75
O 1.702535 3.222820 -3.536956 -0.1156 -0.1834 0.1136 -0.71
C 1.713361 4.201001 -2.617009 -0.0217 0.0355 0.1139 0.33
C 2.602080 5.265170 -2.796127 -0.0115 -0.0113 0.0000 -0.30
C 2.663072 6.290371 -1.871331 0.0104 0.0207 0.0013 -0.20
C 1.840791 6.275186 -0.749262 0.0037 0.0123 -0.0006 -0.29
C 0.957539 5.222883 -0.571999 -0.0076 0.0096 -0.0012 -0.16
C 0.868913 4.178307 -1.487874 0.0381 -0.0211 -0.0556 -0.14
C -0.084482 3.032276 -1.276386 -0.1757 -0.0600 -0.1325 0.56
O -0.021530 2.057113 -2.103005 0.1894 0.0889 -0.0508 -0.79
N -0.894115 3.155105 -0.251500 0.1227 -0.0642 0.0795 -0.50
N -1.692124 2.029702 -0.078832 0.0295 0.0760 0.0514 -0.34
C -2.512874 2.105148 0.888364 0.0521 -0.1001 -0.0647 0.12
C -3.111254 -0.334740 0.587173 -0.1393 0.1898 0.0473 -0.32
C -3.491938 0.988500 1.193558 -0.2009 0.1322 -0.2795 -0.51
C -3.979261 0.971745 2.622038 -0.0102 -0.0590 0.0005 -0.41
C -3.805538 -0.087196 3.460697 -0.1349 0.0854 -0.0079 -0.22
C -2.929016 -1.172295 3.369601 0.2274 -0.1476 0.1426 -0.57
C 0.834503 0.912949 1.578324 -0.0298 -0.0798 -0.0681 0.54
O 1.612642 1.724476 1.528194 0.0404 0.1064 0.0554 -0.52
H 1.042962 2.546726 -3.162406 -0.0982 0.1226 -0.0339 0.52
H 3.238754 5.254654 -3.672327 -0.0012 -0.0035 -0.0013 0.21
H 3.361680 7.105830 -2.023463 0.0013 0.0028 -0.0014 0.19
H 1.891717 7.074325 -0.020071 0.0003 0.0019 0.0019 0.19
H 0.303800 5.178121 0.289056 0.0050 -0.0065 -0.0064 0.24
H -2.546771 3.003428 1.510501 -0.0189 0.0222 -0.0109 0.17
H -4.370920 1.208148 0.555433 -0.0176 0.0596 0.0908 0.24
H -4.675954 1.753596 2.902930 0.0084 0.0097 0.0345 0.19
H -4.401570 -0.108826 4.371941 0.0086 0.0282 0.0455 0.20
H -3.117198 -2.185524 3.675470 -0.0681 -0.0796 -0.0743 0.23
C 3.993190 -0.537516 0.339961 0.0893 -0.0102 -0.1185 -0.40
N 3.207218 -0.186196 -0.823817 -0.1751 0.0056 0.1460 -0.46
C 3.131431 1.207420 -1.224941 0.1129 -0.0575 -0.0288 -0.43
C 2.328542 -1.072798 -1.416437 0.0600 -0.0010 -0.1788 0.60
N 1.653693 -0.864472 -2.477851 -0.0101 0.0032 0.1178 -0.73
N 2.209342 -2.286577 -0.718990 0.1167 -0.1847 -0.0273 -0.68
C 1.866855 -3.498177 -1.338475 0.1805 0.1950 -0.0840 0.61
N 0.973880 -4.210594 -0.575845 -0.0902 0.0619 0.0787 -0.84
N 2.456527 -3.863503 -2.411590 -0.0646 -0.0224 0.0923 -0.77
H 4.876652 0.101863 0.372517 -0.0015 0.0013 -0.0049 0.19
H 4.323975 -1.571148 0.266610 -0.0136 -0.0035 0.0113 0.22
H 3.457233 -0.411033 1.286701 -0.0456 0.0081 0.0462 0.18
H 3.734570 1.806480 -0.545602 -0.0183 0.0074 0.0093 0.20
H 2.104606 1.573340 -1.196505 0.0210 -0.0282 -0.0223 0.23
H 3.511895 1.354078 -2.240957 0.0149 0.0214 0.0125 0.19
H 1.873579 0.035409 -2.893038 -0.0294 -0.0023 0.0298 0.34
H 1.891800 -2.208738 0.236276 -0.0868 0.0831 -0.0107 0.40
H 0.288659 -3.646055 -0.077977 -0.0668 -0.1321 -0.0237 0.42
H 0.588101 -5.035369 -1.006166 -0.0520 0.0323 0.0362 0.39
H 2.045281 -4.734237 -2.737991 0.0042 -0.0019 -0.0201 0.32
Cl -1.945808 -1.065006 1.899212 -0.2137 1.0146 0.6141 0.70
C -1.263746 -2.379623 0.950880 0.2083 -1.1250 -0.1514 -0.38
C -1.922642 -3.643899 1.206900 0.1880 0.0176 -0.4813 -0.33
C -2.385022 -4.428529 0.111878 -0.0823 -0.0464 -0.0678 -0.11
Cl -2.567035 -3.850463 -1.512263 0.0607 -0.0647 0.0277 -0.01
C -2.807522 -5.674063 0.553603 -0.0193 0.0252 -0.0555 -0.17
Cl -3.541893 -6.915662 -0.397655 -0.0019 0.0149 0.0001 -0.04
C -2.608670 -5.715407 1.941447 -0.0147 0.0445 0.0591 -0.16
Cl -2.902701 -7.085624 2.951563 0.0063 -0.0018 0.0147 -0.04
C -2.082216 -4.492524 2.341063 0.1280 -0.0849 0.0243 -0.12
Cl -1.411382 -4.241784 3.920579 0.0100 0.1316 -0.0222 -0.04
```
Positions in Å, forces in eV/Å.

As for the net charge: -2. The relative energy (zero: lowest compared OMol25 entry of this formula, charge and spin) comes out at 1009.8 kJ/mol. Its gap between HOMO and LUMO (spin up / spin down) is 5.56 / 5.92 eV.


Here is the molecule C4H6F3N in a non-equilibrium geometry from the OMol25 dataset. Energies are from ωB97M-V/def2-TZVPD.

```
14
Properties=species:S:1:pos:R:3:forces:R:3:nbo_charge:R:1
F 1.228667 -1.927345 0.126509 -0.7704 0.2002 -0.8972 -0.36
C 0.517019 -0.928575 -0.585260 1.0250 0.4101 1.7835 0.11
C -1.062794 -0.906003 -0.125136 2.7965 0.9405 0.2134 -0.25
N -1.370593 0.481953 0.115594 -0.4377 0.9004 -0.2847 -0.60
C -0.226976 1.083765 0.755913 3.1084 -0.4180 -1.2943 -0.29
C 1.051298 0.423940 0.015890 -2.6662 0.3610 -0.4688 0.63
F 2.120779 0.252715 0.779325 0.4814 0.2372 0.3392 -0.31
F 1.385800 1.261438 -1.031040 0.2253 -0.1557 0.0918 -0.36
H 0.910756 -0.908381 -1.663283 -1.4078 -0.5631 1.2782 0.20
H -1.574034 -1.252775 -0.973644 -1.3990 -0.8732 -0.4556 0.21
H -1.285062 -1.289856 0.873836 0.6641 -1.5311 -0.6142 0.22
H -1.607305 0.833827 -0.781752 -0.0064 1.3408 -0.5400 0.36
H -0.108743 0.701252 1.746704 -0.3780 -0.0835 0.9837 0.20
H 0.021189 2.174044 0.746348 -1.2353 -0.7654 -0.1349 0.24
```
Positions in Å, forces in eV/Å.

As for the net charge: 0. The relative energy (zero: lowest compared OMol25 entry of this formula, charge and spin) comes out at 40.7 kJ/mol. Its SMILES is F[C@H]1CNCC1(F)F. Its gap between HOMO and LUMO is 10.54 eV.